{
  "formula": "C31H35FGaN4O3Si",
  "method": "the ωB97M-V functional and the def2-TZVPD basis",
  "symbols": ["Ga", "C", "C", "C", "C", "C", "C", "N", "N", "Si", "C", "C", "C", "H", "H", "H", "H", "H", "H", "H", "H", "H", "H", "H", "H", "H", "H", "H", "C", "C", "C", "C", "C", "C", "C", "F", "C", "C", "C", "O", "C", "C", "N", "C", "C", "O", "O", "H", "H", "H", "H", "H", "H", "H", "H", "H", "H", "H", "C", "C", "C", "C", "C", "C", "C", "C", "N", "H", "H", "H", "H", "H", "H", "H", "H", "H"],
  "positions_angstrom": [[-0.613, 0.538, -1.109], [-2.810, -2.448, -0.207], [-3.305, -1.050, 0.016], [-4.566, -0.808, 0.529], [-4.973, 0.522, 0.700], [-4.137, 1.563, 0.406], [-2.828, 1.271, -0.068], [-2.488, -0.036, -0.297], [-1.826, 2.086, -0.342], [-1.872, 3.717, -0.919], [-2.764, 4.840, 0.326], [-0.118, 4.323, -1.106], [-2.784, 3.799, -2.550], [-2.174, -2.757, 0.628], [-2.208, -2.506, -1.110], [-3.648, -3.141, -0.267], [-5.222, -1.633, 0.766], [-5.969, 0.730, 1.076], [-4.436, 2.592, 0.547], [-2.615, 4.500, 1.353], [-3.840, 4.884, 0.138], [-2.382, 5.862, 0.257], [0.456, 4.167, -0.189], [-0.094, 5.390, -1.345], [0.365, 3.762, -1.907], [-3.841, 3.542, -2.440], [-2.311, 3.078, -3.220], [-2.723, 4.797, -2.994], [3.001, -5.239, 2.110], [2.759, -4.055, 3.025], [2.105, -4.457, 4.339], [2.120, -3.274, 5.293], [1.580, -2.036, 4.624], [1.123, -0.974, 5.371], [0.571, 0.143, 4.753], [0.141, 1.147, 5.547], [0.434, 0.233, 3.398], [0.893, -0.838, 2.617], [0.704, -0.778, 1.165], [0.295, 0.299, 0.670], [1.018, -1.955, 0.441], [1.648, -2.971, 1.097], [1.933, -2.995, 2.410], [1.482, -1.956, 3.218], [0.677, -2.201, -1.026], [1.223, -3.160, -1.562], [-0.218, -1.444, -1.513], [3.622, -5.956, 2.647], [3.526, -4.965, 1.197], [2.068, -5.735, 1.838], [3.724, -3.589, 3.259], [2.639, -5.307, 4.766], [1.078, -4.776, 4.139], [3.146, -3.092, 5.629], [1.530, -3.485, 6.186], [1.162, -1.005, 6.453], [-0.019, 1.088, 2.917], [1.956, -3.811, 0.492], [2.508, 0.947, -1.571], [2.214, 1.222, -3.014], [3.273, 1.357, -3.899], [3.087, 1.608, -5.253], [1.774, 1.717, -5.706], [0.690, 1.594, -4.861], [-0.707, 1.712, -5.399], [0.853, 1.349, -3.454], [-0.236, 1.333, -2.676], [3.578, 1.048, -1.374], [2.223, -0.068, -1.269], [1.977, 1.637, -0.905], [4.282, 1.261, -3.506], [3.927, 1.708, -5.929], [1.584, 1.895, -6.763], [-0.725, 1.538, -6.478], [-1.135, 2.703, -5.211], [-1.365, 0.998, -4.901]],
  "homo_lumo_gap_ev": 4.15,
  "e_lumo_ev": 1.700,
  "total_charge": -1,
  "total_energy_ev": -107795.5578,
  "homo_energy_ev": -2.4453
}


{
  "formula": "C31H35FLiN2O9",
  "method": "the ωB97M-V functional and the def2-TZVPD basis",
  "symbols": ["C", "C", "O", "C", "C", "C", "C", "C", "C", "C", "C", "C", "O", "C", "C", "C", "C", "C", "C", "C", "O", "C", "O", "C", "C", "O", "N", "C", "O", "F", "C", "C", "C", "C", "O", "C", "N", "C", "C", "C", "O", "C", "O", "H", "H", "H", "H", "H", "H", "H", "H", "H", "H", "H", "H", "H", "H", "H", "H", "H", "H", "H", "H", "H", "H", "H", "H", "H", "H", "H", "H", "H", "H", "H", "H", "H", "H", "H", "Li"],
  "positions_angstrom": [[5.699, -4.342, -0.635], [6.503, -3.283, -1.581], [5.787, -2.966, -2.804], [4.520, -2.320, -2.555], [4.619, -0.932, -1.739], [4.110, -1.161, -0.235], [5.086, -1.397, 0.984], [4.546, -1.609, 2.452], [2.995, -1.631, 2.727], [2.069, -1.395, 1.505], [2.577, -1.139, 0.027], [1.460, -0.868, -1.110], [1.619, -1.298, -2.306], [0.192, -0.020, -0.639], [-0.328, -0.295, 0.836], [-1.540, 0.494, 1.452], [-2.070, 0.243, 2.941], [-3.517, -0.483, 2.926], [-3.404, -2.090, 2.998], [-4.864, -2.837, 2.983], [-5.890, -1.856, 2.638], [-6.606, -1.445, 3.805], [-7.686, -1.941, 4.209], [-2.195, 1.576, 0.493], [-3.424, 2.474, 1.054], [-4.631, 2.152, 0.946], [-3.020, 3.725, 1.768], [-3.329, 3.665, 3.208], [-4.462, 3.344, 3.655], [-2.242, 3.983, 4.099], [-1.686, 1.839, -0.979], [-2.394, 2.967, -1.908], [-1.928, 4.402, -1.284], [-0.777, 5.113, -2.187], [0.233, 5.621, -1.262], [-0.458, 1.033, -1.581], [-0.052, 1.347, -2.965], [1.384, 1.740, -3.087], [-0.455, 0.317, -3.932], [-1.882, -0.428, -3.687], [0.198, -0.012, -4.969], [0.462, -1.402, 1.715], [-0.101, -2.236, 2.473], [6.372, -4.607, 0.262], [4.711, -3.871, -0.247], [5.435, -5.311, -1.183], [6.860, -2.371, -0.990], [7.460, -3.850, -1.907], [4.074, -2.074, -3.599], [3.740, -2.997, -2.037], [5.719, -0.596, -1.700], [3.943, -0.106, -2.188], [6.222, -1.408, 0.869], [5.284, -1.754, 3.312], [2.631, -1.785, 3.804], [-1.379, -0.395, 3.593], [-2.127, 1.281, 3.446], [-4.124, -0.023, 3.792], [-4.014, -0.182, 1.922], [-2.835, -2.490, 2.088], [-2.912, -2.401, 3.989], [-5.035, -3.312, 4.010], [-4.862, -3.665, 2.175], [-6.151, -0.561, 4.401], [-3.393, 4.571, 1.314], [-3.542, 2.843, -1.897], [-2.066, 2.895, -3.001], [-2.830, 5.105, -1.083], [-1.430, 4.188, -0.258], [-0.245, 4.367, -2.882], [-1.276, 5.985, -2.738], [-0.235, 6.063, -0.509], [1.514, 2.644, -3.787], [2.061, 0.909, -3.520], [1.859, 2.025, -2.072], [-2.367, -0.715, -4.696], [-1.742, -1.396, -3.073], [-2.620, 0.309, -3.184], [2.178, -3.965, -2.878]],
  "homo_lumo_gap_ev": 6.99,
  "e_lumo_ev": -4.524,
  "total_charge": 1,
  "total_energy_ev": -57024.1179,
  "homo_energy_ev": -11.5168
}


{
  "formula": "C31H35RuS2SbSe2",
  "method": "the ωB97M-V functional and the def2-TZVPD basis",
  "symbols": ["Ru", "S", "C", "C", "C", "C", "C", "C", "S", "H", "H", "H", "H", "C", "Se", "C", "C", "Se", "C", "H", "H", "H", "H", "H", "H", "H", "H", "H", "H", "C", "C", "C", "C", "C", "C", "C", "Sb", "C", "C", "C", "C", "C", "C", "C", "C", "C", "C", "C", "C", "C", "C", "H", "H", "H", "H", "H", "H", "H", "H", "H", "H", "H", "H", "H", "H", "H", "H", "H", "H", "H", "H", "H"],
  "positions_angstrom": [[0.982, -0.843, -1.047], [2.865, -1.027, 0.289], [4.184, -0.608, -0.709], [5.481, -0.578, -0.152], [6.552, -0.257, -0.950], [6.351, 0.040, -2.303], [5.082, 0.019, -2.862], [3.990, -0.300, -2.072], [2.389, -0.354, -2.779], [5.611, -0.812, 0.896], [7.551, -0.236, -0.540], [7.200, 0.292, -2.922], [4.942, 0.251, -3.909], [-2.671, -1.143, -3.065], [-0.761, -1.305, -2.739], [-0.217, -2.960, -3.616], [-0.034, -4.086, -2.616], [1.284, -3.646, -1.226], [0.420, -4.571, 0.252], [-3.170, -2.051, -2.742], [-2.795, -0.959, -4.129], [-3.018, -0.298, -2.472], [0.704, -2.726, -4.154], [-0.993, -3.201, -4.345], [0.318, -4.986, -3.124], [-0.970, -4.314, -2.104], [0.570, -5.641, 0.121], [-0.639, -4.327, 0.276], [0.904, -4.243, 1.170], [-1.385, -1.157, 3.809], [-1.224, 0.326, 3.947], [-1.569, 0.962, 5.137], [-1.449, 2.335, 5.278], [-0.987, 3.110, 4.227], [-0.641, 2.503, 3.031], [-0.762, 1.125, 2.905], [-0.448, 0.230, 1.012], [0.379, 1.721, -0.282], [-0.284, 2.033, -1.475], [0.234, 2.964, -2.357], [1.436, 3.587, -2.053], [2.095, 3.297, -0.868], [1.585, 2.379, 0.046], [2.299, 2.175, 1.352], [-2.450, -0.114, 0.382], [-2.773, -1.461, 0.194], [-4.072, -1.858, -0.076], [-5.061, -0.892, -0.182], [-4.746, 0.443, 0.006], [-3.450, 0.856, 0.318], [-3.194, 2.302, 0.626], [-1.487, -1.630, 4.783], [-0.519, -1.612, 3.317], [-2.277, -1.402, 3.226], [-1.932, 0.368, 5.964], [-1.719, 2.801, 6.215], [-0.899, 4.182, 4.333], [-0.312, 3.112, 2.198], [-1.234, 1.550, -1.701], [-0.292, 3.201, -3.270], [1.857, 4.315, -2.731], [3.017, 3.813, -0.634], [3.271, 2.664, 1.338], [2.465, 1.121, 1.584], [1.733, 2.593, 2.185], [-1.997, -2.218, 0.280], [-4.312, -2.906, -0.192], [-6.081, -1.178, -0.394], [-5.527, 1.189, -0.061], [-3.962, 2.932, 0.182], [-2.221, 2.646, 0.268], [-3.216, 2.463, 1.707]],
  "de_lowest_ev": 0.8278,
  "s_squared": 6.039,
  "multiplicity": 5,
  "homo_lumo_gap_ev": [6.37, 5.14],
  "e_lumo_ev": [-6.832, -8.728],
  "total_charge": 2,
  "total_energy_ev": -194181.7394,
  "homo_energy_ev": [-13.2031, -13.8708]
}